No. 1
Molecular formula: C21H25N4O2
Method: DFT, ωB97M-V/def2-TZVPD

Geometry as ORCA input:
```
! wB97M-V def2-TZVPD RIJCOSX def2/J DEFGRID3
* xyz 1 1
N -6.4219 3.8758 -0.5732
C -5.7925 2.5966 -0.9911
C -6.0102 1.5426 0.1852
C -4.8662 1.8137 1.2373
C -4.8308 0.7486 2.4098
N -3.4805 0.8489 3.0449
C -2.4993 0.0244 2.8178
N -2.2460 -0.7619 1.6529
C -0.7596 -0.9860 1.6461
C -0.5405 -1.2068 3.1862
N -1.4470 -0.1791 3.7975
H -6.5107 4.4461 -1.4189
H -5.7519 4.3990 -0.0064
H -4.6774 2.7676 -1.0086
H -6.1480 2.2167 -1.9712
H -7.0028 1.6763 0.6750
H -5.9758 0.4933 -0.2113
H -4.8866 2.8678 1.6197
H -3.8819 1.7035 0.6996
H -5.5904 1.0407 3.1785
H -5.0657 -0.2827 2.0718
H -3.3422 1.6494 3.6597
H -2.3400 -0.1074 0.8652
H -0.2093 -0.0281 1.4463
H -0.3847 -1.8082 0.9913
H 0.5402 -1.0051 3.3810
H -0.8090 -2.2002 3.6190
H -0.8479 0.6575 3.7274
C 2.5664 -2.6492 -4.6396
C 3.8206 -2.3559 -5.1676
C 4.7984 -1.7855 -4.3643
C 4.5213 -1.4950 -3.0312
C 3.2560 -1.7670 -2.5078
C 2.2830 -2.3554 -3.3134
C 2.9305 -1.4190 -1.1050
O 1.8252 -1.6601 -0.6459
C 3.9681 -0.7651 -0.2713
C 3.6623 -0.3796 1.0323
C 4.6305 0.2210 1.8249
C 5.9115 0.4314 1.3225
C 6.2198 0.0544 0.0232
C 5.2467 -0.5360 -0.7799
C 5.5785 -0.9026 -2.1780
O 6.6954 -0.7154 -2.6170
H 1.8075 -3.1028 -5.2656
H 4.0363 -2.5746 -6.2064
H 5.7744 -1.5637 -4.7776
H 1.3045 -2.5805 -2.9083
H 2.6680 -0.5444 1.4290
H 4.3887 0.5243 2.8368
H 6.6686 0.8937 1.9441
H 7.2161 0.2238 -0.3657
*
```

The frontier orbital gap is 0.2961 Eh. Its energy relative to the best compared isomer or geometry (same formula, charge and spin) is 39.2 kcal/mol.



No. 2
Molecular formula: C21H25N6O2Ru
Method: DFT, ωB97M-V/def2-TZVPD

Geometry as ORCA input:
```
! wB97M-V def2-TZVPD RIJCOSX def2/J DEFGRID3
* xyz 2 2
Ru -0.4298 -1.0034 0.4370
N -1.2017 3.2639 0.6146
C -1.0298 2.0472 0.1423
N -0.8977 0.9797 0.8959
C -0.9679 1.1139 2.3011
N -0.9298 0.0756 3.0797
N -0.7826 -1.0829 2.3643
C -0.9593 -2.2438 2.8855
C -0.7968 -3.3761 1.9750
C -0.9398 -4.6871 2.3800
C -0.7733 -5.7019 1.4420
C -0.4786 -5.3674 0.1342
C -0.3524 -4.0275 -0.2103
N -0.5013 -3.0521 0.6810
C -1.1136 2.4432 2.8621
C -1.1366 2.6762 4.2416
C -1.2779 3.9613 4.7156
C -1.4011 5.0326 3.8269
C -1.3802 4.8250 2.4625
C -1.2345 3.5274 1.9922
H -1.3218 4.0293 -0.0342
H -1.0057 1.9241 -0.9332
H -1.2290 -2.3620 3.9294
H -1.1817 -4.9107 3.4100
H -0.8769 -6.7374 1.7357
H -0.3418 -6.1261 -0.6229
H -0.1273 -3.7179 -1.2221
H -1.0438 1.8377 4.9165
H -1.2956 4.1442 5.7807
H -1.5137 6.0378 4.2096
H -1.4757 5.6541 1.7729
C 2.2416 -1.6914 1.3691
O 1.4222 -0.8424 0.5712
H 2.6745 -2.4733 0.7419
H 1.6922 -2.1509 2.1895
H 3.0446 -1.0838 1.7867
O -0.5540 -0.9459 -1.6372
C 0.2632 -0.6022 -2.5433
C -0.1869 -0.6150 -3.9761
C 0.0038 0.7146 -4.7583
C 0.7066 1.8340 -3.9920
C 2.1935 1.5795 -3.7460
C 2.4727 0.1567 -3.2681
N 1.5082 -0.2779 -2.2535
H -1.2313 -0.9168 -3.9689
H 0.3684 -1.4217 -4.4633
H -0.9796 1.0645 -5.0680
H 0.5551 0.5104 -5.6771
H 0.1961 1.9907 -3.0334
H 0.5913 2.7693 -4.5397
H 2.5782 2.3001 -3.0217
H 2.7548 1.7356 -4.6690
H 3.4656 0.0751 -2.8318
H 2.4345 -0.5467 -4.1005
H 1.7822 -0.3399 -1.2760
*
```

The frontier orbital gap (spin up / spin down) is 0.2658 / 0.2650 Eh. Its energy relative to the best compared isomer or geometry (same formula, charge and spin) is 0.0 kcal/mol.



No. 3
Molecular formula: C21H25N7O8TeV
Method: DFT, ωB97M-V/def2-TZVPD

Geometry as ORCA input:
```
! wB97M-V def2-TZVPD RIJCOSX def2/J DEFGRID3
* xyz 0 2
V 1.0137 -0.4623 0.8574
O 3.0789 2.4582 2.8407
C 2.2907 1.6283 2.4573
O 2.4870 0.6994 1.5650
C 0.8919 1.5496 3.0339
C 0.3171 2.3249 4.0247
C -0.9847 2.0226 4.4113
C -1.6734 0.9544 3.8385
C -1.0129 0.2249 2.8712
N 0.2098 0.5580 2.4886
C -1.4734 -0.9975 2.1221
O -2.5539 -1.4978 2.2438
O -0.5089 -1.4228 1.3083
H 0.8878 3.1275 4.4698
H -1.4653 2.6163 5.1780
H -2.6760 0.6818 4.1355
O 3.4437 -0.3923 -2.2867
C 2.5971 -0.1560 -1.4684
O 2.1688 -0.9782 -0.5381
C 1.8719 1.1668 -1.4293
C 2.1177 2.1898 -2.3241
C 1.3682 3.3482 -2.2127
C 0.4043 3.4385 -1.2168
C 0.2289 2.3697 -0.3576
N 0.9512 1.2554 -0.4712
H 2.8803 2.0461 -3.0763
H 1.5280 4.1742 -2.8928
H -0.2037 4.3245 -1.1010
H -0.5077 2.3977 0.4362
C -1.8180 -1.8321 -1.4404
N -2.8432 -2.0324 -2.4648
C -2.2848 -1.6422 -3.7575
N -1.8548 -0.2369 -3.7684
C -0.8569 -0.0628 -2.7148
N -1.3727 -0.4183 -1.3836
C -2.5533 0.4141 -1.1215
N -3.5953 0.2567 -2.1350
C -3.9778 -1.1638 -2.1680
C -3.0123 0.5956 -3.4371
H -0.9563 -2.4670 -1.6406
H -2.2205 -2.1079 -0.4664
H -3.0391 -1.7838 -4.5340
H -1.4257 -2.2764 -3.9814
H -0.5444 0.9854 -2.7102
H 0.0075 -0.6946 -2.9328
H -2.2511 1.4661 -1.1026
H -2.9659 0.1448 -0.1456
H -4.7484 -1.3007 -2.9292
H -4.3924 -1.4387 -1.1962
H -2.7041 1.6444 -3.4252
H -3.7741 0.4668 -4.2081
C 4.3114 -1.9763 1.6554
Te 2.3285 -2.4915 2.1529
C 2.4470 -1.3653 4.0237
H 4.4876 -0.9522 1.9705
H 4.3893 -2.0916 0.5791
H 4.9796 -2.6697 2.1606
H 3.1693 -1.8845 4.6557
H 1.4747 -1.4068 4.5173
H 2.7758 -0.3357 3.9130
O 0.7189 -3.2736 -0.3092
N 1.7101 -3.9184 -0.6586
O 2.7144 -3.8010 0.0960
*
```

The frontier orbital gap (spin up / spin down) is 0.1916 / 0.2246 Eh. Its energy relative to the best compared isomer or geometry (same formula, charge and spin) is 0.0 kcal/mol.



No. 4
Molecular formula: C21H25NO3P2Tl
Method: DFT, ωB97M-V/def2-TZVPD

Geometry as ORCA input:
```
! wB97M-V def2-TZVPD RIJCOSX def2/J DEFGRID3
* xyz 1 1
C -1.9393 2.7612 -1.8941
C -1.6075 1.4322 -1.6917
C -0.2268 1.0600 -1.7471
C 0.7826 2.0427 -1.6483
C 0.4237 3.3813 -1.8372
C -0.9188 3.7276 -2.0111
C 2.1799 1.6172 -1.2892
C 2.4102 0.1383 -1.3804
C 1.3012 -0.7180 -1.5443
C 1.4317 -2.1134 -1.2782
C 2.7025 -2.6509 -1.1529
C 3.8273 -1.8079 -1.1099
C 3.6761 -0.4203 -1.1583
H -2.9919 3.0509 -1.9456
H 1.2155 4.1375 -1.8627
H -1.1926 4.7655 -2.2072
H 2.8961 2.1509 -1.9281
H 2.8115 -3.7350 -1.0739
H 4.8235 -2.2490 -1.0222
H 4.5397 0.2479 -1.0536
N 0.0462 -0.2639 -1.7823
Tl 3.0247 1.3690 1.9512
C -2.5429 0.3218 -1.2672
H -2.4366 -0.5291 -1.9539
H -3.5902 0.6436 -1.2278
C 0.1287 -2.8459 -1.0324
H -0.5907 -2.6209 -1.8324
H 0.2860 -3.9274 -0.9394
P -2.1096 -0.3734 0.4030
P -0.6911 -2.2767 0.5263
C 0.6885 -2.2631 1.7041
H 0.3782 -1.9381 2.7038
H 1.0842 -3.2869 1.7742
H 1.4892 -1.6007 1.3514
C -1.7859 -3.6289 1.0222
H -1.2088 -4.5623 0.9639
H -2.1405 -3.4809 2.0502
H -2.6454 -3.6916 0.3398
C -1.4698 1.0526 1.3199
H -2.1986 1.8726 1.2313
H -1.3017 0.8415 2.3835
H -0.5226 1.4036 0.8944
C -3.7046 -0.7854 1.1544
H -3.6174 -0.8957 2.2422
H -4.3953 0.0375 0.9205
H -4.0951 -1.7161 0.7217
C -1.4031 -1.0077 3.7499
O -0.9399 -0.5978 4.7137
H 2.4115 1.9368 -0.1966
O 3.1538 3.8455 2.0290
C 1.9206 4.0153 1.7327
O 1.1067 3.0830 1.4309
H 1.5269 5.0509 1.7538
*
```

The frontier orbital gap is 0.1844 Eh. Its energy relative to the best compared isomer or geometry (same formula, charge and spin) is 16.2 kcal/mol.